C24H33B3BrN5O6 | the ωB97M-V functional and the def2-TZVPD basis

Properties
Relative energy (zero: lowest compared OMol25 entry of this formula, charge and spin): 25.8 kcal/mol
HOMO energy: -8.22 eV
E_tot: -117237.377 eV
Spin multiplicity: 1

Each line ends with the Löwdin charge.
CARTESIAN COORDINATES (ANGSTROEM)
C (4.5376, -0.6727, -0.2134)  -0.129
C (4.3082, -1.2873, -1.6556)  -0.254
C (2.8366, -1.8381, -1.8679)  -0.546
Br (2.3268, -3.2398, -0.5655)  0.738
B (1.7143, -0.6965, -1.7863)  -0.562
O (0.8321, -0.5761, -2.9071)  0.260
B (-0.3485, 0.1103, -2.5355)  -0.445
C (-1.8247, -0.4694, -2.7686)  -0.016
C (-2.1297, -1.7433, -1.8505)  -0.161
O (-1.2595, -1.8415, -0.7096)  -0.020
C (-1.6865, -1.1506, 0.4068)  -0.478
C (-3.0848, -0.5005, 0.6227)  0.004
O (-0.9043, -1.0841, 1.3304)  0.092
O (-0.2628, 1.4201, -1.9482)  0.289
B (0.8787, 1.3871, -1.1175)  -0.581
N (1.4456, 2.7015, -0.6771)  0.293
C (0.9703, 2.9176, 0.4454)  -0.300
O (0.3906, 3.2532, 1.3859)  0.218
O (1.5329, 0.2045, -0.7041)  0.262
H (5.6220, -0.7746, 0.0772)  0.084
H (4.3179, 0.4368, -0.2487)  0.056
H (3.8783, -1.1248, 0.5746)  0.059
H (4.9962, -2.1839, -1.7361)  0.109
H (4.6379, -0.5840, -2.4733)  0.119
H (2.8115, -2.3065, -2.8941)  0.106
H (-1.9256, -0.8240, -3.8411)  0.124
H (-2.6139, 0.3312, -2.6627)  0.116
H (-3.2249, -1.8326, -1.6420)  0.123
H (-1.8791, -2.6286, -2.5070)  0.141
H (-3.2535, -0.2560, 1.7067)  0.091
H (-3.9247, -1.2047, 0.3381)  0.080
H (-3.2302, 0.4488, 0.0300)  0.103
C (-7.5113, 1.1511, -0.8251)  -0.114
C (-7.4929, 2.2755, 0.0397)  -0.113
C (-7.0731, 1.8385, 1.2694)  -0.143
N (-6.8411, 0.4915, 1.1828)  0.000
C (-7.1012, 0.0665, -0.0934)  -0.153
H (-7.7923, 1.1390, -1.8666)  0.090
H (-7.7572, 3.2907, -0.2118)  0.091
H (-6.9208, 2.3672, 2.1968)  0.105
H (-6.5280, -0.0938, 1.9378)  0.137
H (-6.9735, -0.9687, -0.3679)  0.104
C (5.7297, 2.3424, 3.7284)  -0.112
C (4.6902, 2.4066, 4.6921)  -0.114
C (3.5426, 1.9632, 4.0856)  -0.139
N (3.8481, 1.6381, 2.7917)  0.010
C (5.1801, 1.8615, 2.5681)  -0.147
H (6.7635, 2.6164, 3.8703)  0.090
H (4.7743, 2.7396, 5.7148)  0.090
H (2.5379, 1.8522, 4.4610)  0.107
H (3.1955, 1.2881, 2.1104)  0.131
H (5.6190, 1.6604, 1.6037)  0.089
C (6.7609, 2.4684, -2.9083)  -0.112
C (6.0016, 2.4338, -4.1062)  -0.116
C (4.7008, 2.7143, -3.7734)  -0.146
N (4.6450, 2.9124, -2.4199)  0.010
C (5.8971, 2.7695, -1.8861)  -0.146
H (7.8207, 2.2937, -2.8073)  0.090
H (6.3677, 2.2274, -5.0999)  0.090
H (3.8124, 2.7888, -4.3804)  0.105
H (3.8115, 3.1303, -1.8977)  0.122
H (6.0642, 2.8927, -0.8277)  0.100
C (-5.6472, -4.9109, 2.3846)  -0.113
C (-4.4807, -5.2386, 1.6465)  -0.109
C (-3.5462, -4.2689, 1.9068)  -0.141
N (-4.1052, -3.3658, 2.7705)  0.002
C (-5.3843, -3.7529, 3.0705)  -0.149
H (-6.5739, -5.4626, 2.4108)  0.091
H (-4.3419, -6.0897, 0.9983)  0.091
H (-2.5348, -4.1427, 1.5527)  0.109
H (-3.6471, -2.5455, 3.1294)  0.139
H (-5.9949, -3.1715, 3.7432)  0.102